Entry 1:
DFT (ωB97M-V/def2-TZVPD) results for a 2-piece molecular cluster, H4S2 overall.

XYZ file:
```
6
Properties=species:S:1:pos:R:3:forces:R:3
S 0.1117 1.5490 0.1564 0.460 0.311 -0.262
H 0.8359 2.2633 -0.7252 -0.151 0.041 0.118
H 0.8041 0.4251 -0.1065 0.220 0.849 0.238
S -0.0963 -1.7861 0.3239 -0.341 -0.474 -0.004
H -0.2979 -0.6973 -0.4413 -0.361 -0.723 -0.037
H -1.3576 -1.7540 0.7927 0.173 -0.005 -0.053
```
Forces are in eV/Å.

- SMILES = S.S
- HOMO energy (eV) = -9.833
- largest force on an atom (eV Å⁻¹) = 0.9
- molar mass (g/mol) = 68.17
- electronic energy (eV) = -21734.701
- spin multiplicity = 1
- gap between HOMO and LUMO (eV) = 10.7
- LUMO level (eV) = 0.84

These are the Mulliken partial charges, in e, on atoms 1 to 2: -0.26 0.16

Entry 2:
DFT (ωB97M-V/def2-TZVPD) results for C23H37AsFeN7O2S5 as an isolated structure.

XYZ file:
```
76
Properties=species:S:1:pos:R:3:forces:R:3
Fe -0.4954 -0.0077 0.3380 0.075 0.247 -0.019
S -0.3158 4.3108 2.2167 -0.125 -0.080 0.017
As -1.2471 2.3754 2.3266 0.041 -0.057 0.013
S 0.3167 0.7352 2.4369 -0.055 0.189 0.061
S -2.1309 1.7702 0.3563 0.096 -0.006 0.093
S -2.6508 2.1674 3.9025 0.074 0.052 -0.062
C -2.8851 -2.9776 -3.3095 -0.031 -0.035 0.008
C -3.0603 -1.4880 -2.9852 -0.035 0.285 -0.055
C -1.8247 -0.5855 -3.0725 0.208 -0.222 0.139
C -3.7483 -1.3926 -1.6431 -0.019 -0.118 -0.130
C -5.1362 -1.3085 -1.6486 0.017 -0.026 0.066
C -5.8650 -1.5039 -0.4910 0.146 -0.013 0.030
C -5.1657 -1.8672 0.6529 -0.039 0.054 0.008
C -3.7799 -1.9529 0.7006 -0.045 0.079 -0.033
C -3.1659 -2.4852 1.9815 -0.065 -0.105 -0.070
C -2.1911 -3.6361 1.7250 0.107 -0.019 0.018
C -2.5536 -1.4211 2.8742 0.038 0.132 0.119
C -3.0286 -1.6056 -0.4493 -0.034 -0.065 0.352
O -1.6899 -1.5526 -0.4137 -0.162 -0.109 -0.339
H -2.4764 -3.1650 -4.3003 0.054 0.030 -0.055
H -3.8747 -3.4317 -3.2402 0.019 -0.016 -0.012
H -2.2484 -3.4688 -2.5732 0.015 0.003 -0.021
H -3.7450 -1.0932 -3.7434 -0.036 0.093 0.108
H -0.7200 -1.6850 -1.7610 -0.337 -0.013 0.414
H -1.8865 0.1797 -2.2938 -0.091 0.144 -0.120
H -1.6734 -0.0993 -4.0367 -0.055 -0.187 -0.113
H -5.6393 -1.1088 -2.5907 -0.015 0.004 0.005
H -6.9436 -1.4134 -0.4824 -0.013 0.000 0.003
H -5.7121 -2.0949 1.5625 -0.022 0.009 -0.008
H -4.0185 -2.9057 2.5301 0.047 -0.050 0.011
H -1.2900 -3.2839 1.2224 -0.036 0.012 0.006
H -2.6450 -4.4147 1.1050 -0.014 0.001 -0.002
H -1.8936 -4.0843 2.6771 -0.008 -0.010 -0.003
H -1.6517 -0.9754 2.4581 -0.028 -0.072 -0.038
H -2.2599 -1.8592 3.8337 -0.021 -0.001 0.001
H -3.2344 -0.5931 3.0727 -0.012 -0.022 -0.020
C 1.5411 1.2428 -5.6704 -0.055 0.038 -0.036
C 2.6906 0.2533 -5.5188 0.104 0.073 0.061
C 2.6910 -0.7930 -6.6251 -0.055 -0.065 -0.100
C 2.6975 -0.3692 -4.1244 -0.091 0.033 0.191
N 1.4030 -0.9111 -3.7262 0.157 -0.129 0.098
C 0.5941 -0.4062 -2.7719 -0.450 0.217 -0.509
N -0.5344 -1.2890 -2.7347 0.491 -0.100 -0.319
N -0.1315 -2.3977 -3.6586 -0.340 0.035 0.018
N 0.9676 -2.0745 -4.1820 0.278 0.069 -0.004
H 1.5984 1.7593 -6.6299 0.016 -0.009 -0.005
H 1.5503 1.9972 -4.8810 0.003 -0.009 0.016
H 0.5764 0.7306 -5.6315 0.011 -0.004 0.000
H 3.6299 0.8152 -5.5749 0.001 -0.038 -0.032
H 1.7757 -1.3878 -6.6109 -0.002 0.029 0.029
H 3.5295 -1.4835 -6.5195 0.012 0.015 0.018
H 2.7658 -0.3145 -7.6040 0.001 0.008 0.005
H 2.9299 0.3838 -3.3715 0.007 0.008 0.000
H 3.4320 -1.1679 -4.0245 0.029 -0.004 -0.058
H 0.5014 0.6428 -2.5329 0.259 -0.090 0.301
N 5.4241 -2.2455 -1.0021 -0.015 0.036 -0.061
C 4.3396 -2.4909 -0.6595 0.031 0.028 -0.032
N 3.1570 -2.8893 -0.2549 0.016 -0.009 0.109
C 2.1258 -2.1046 -0.2688 -0.171 -0.123 -0.179
N 1.1152 -1.5221 -0.2901 0.115 0.061 0.212
C 0.9401 4.3886 -1.5159 -0.092 -0.052 0.027
C 2.1636 3.6544 -0.9872 0.168 -0.017 -0.090
S 1.6151 2.4033 0.1839 -0.426 0.004 -0.022
O 0.9763 1.3902 -0.7657 0.209 -0.218 -0.009
C 3.2040 1.7062 0.6518 0.224 0.048 0.067
C 4.0170 1.0823 -0.4645 -0.104 0.020 -0.042
H 1.2397 5.1675 -2.2206 -0.037 0.029 0.021
H 0.3644 4.8173 -0.6932 0.066 0.053 0.015
H 0.2724 3.6891 -2.0228 0.045 0.001 -0.027
H 2.8505 4.3142 -0.4506 -0.078 0.053 0.013
H 2.7112 3.1503 -1.7897 0.016 0.020 0.023
H 2.9225 0.9796 1.4153 -0.015 -0.018 -0.029
H 3.7276 2.5239 1.1563 -0.009 -0.025 0.024
H 3.3667 0.4419 -1.0649 0.053 -0.021 0.000
H 4.8142 0.4598 -0.0611 0.001 -0.044 -0.022
H 4.4724 1.8357 -1.1105 -0.011 -0.008 -0.040
```
Forces are in eV/Å.

- HOMO energy (spin up / spin down) (eV) = -1.187 / -1.180
- largest force on an atom (eV Å⁻¹) = 0.7
- net charge = -2
- molar mass (g/mol) = 734.70
- electronic energy (eV) = -188379.739
- spin multiplicity = 6
- gap between HOMO and LUMO (spin up / spin down) (eV) = 4.9 / 4.8
- LUMO level (spin up / spin down) (eV) = 3.68 / 3.60

These are the Mulliken partial charges, in e, on atoms 1 to 2: 0.96 -0.65

Entry 3:
DFT (ωB97M-V/def2-TZVPD) results for C12H7N2O5Yb as an isolated structure at a distorted geometry.

XYZ file:
```
27
Properties=species:S:1:pos:R:3:forces:R:3
O -1.5007 -2.7124 -4.8234 1.615 1.798 3.127
C -1.0404 -2.2177 -3.8969 -1.685 -1.988 -3.085
Yb -0.2797 -1.4459 -1.2863 -0.588 -0.615 -0.160
C 1.1082 -2.4306 0.6120 1.863 -0.986 4.370
O 1.6021 -2.6133 1.6346 -1.680 0.641 -3.819
C 1.9587 -0.7981 -3.0468 1.553 2.332 0.894
O 2.6031 0.1762 -2.6304 -1.498 -1.777 -1.149
C -1.6646 0.5111 -2.1917 -2.776 4.136 -0.337
O -2.2848 1.4764 -2.2836 2.391 -3.654 0.231
C 2.0926 -2.0923 -2.3706 0.595 -5.243 -1.762
O 2.3651 -3.2601 -2.5527 -0.792 4.718 1.036
H 1.0909 -0.7500 -3.7675 0.750 -0.020 0.317
N 1.2663 2.0067 1.0839 -0.119 -0.093 -0.134
C 1.4199 1.1840 0.0192 -0.783 0.284 0.982
N 0.4152 0.3126 -0.0401 0.732 0.380 -0.554
C -0.4344 0.5703 1.0342 0.359 -0.244 -0.161
C -1.5492 -0.1716 1.4381 0.190 0.521 0.208
C -2.1418 0.2218 2.6384 -0.097 -0.459 -0.308
C -1.6157 1.2945 3.3703 0.510 0.551 -0.177
C -0.4946 2.0236 2.9418 -0.617 0.033 0.484
C 0.0941 1.6393 1.7536 -0.013 -0.504 -0.097
H 1.8765 2.7650 1.3862 -0.084 -0.364 -0.338
H 2.2380 1.1987 -0.6873 0.002 0.261 0.191
H -1.9064 -1.0123 0.8223 -0.194 0.192 0.457
H -3.0087 -0.3068 3.0430 0.306 0.162 -0.251
H -2.1082 1.5686 4.2994 0.165 0.004 -0.162
H -0.1016 2.8622 3.5005 -0.108 -0.068 0.199
```
Forces are in eV/Å.

- HOMO energy (spin up / spin down) (eV) = -15.542 / -15.544
- largest force on an atom (eV Å⁻¹) = 5.6
- net charge = +2
- molar mass (g/mol) = 432.24
- electronic energy (eV) = -57286.482
- spin multiplicity = 2
- gap between HOMO and LUMO (spin up / spin down) (eV) = 7.1 / 6.2
- LUMO level (spin up / spin down) (eV) = -8.43 / -9.36

These are the Mulliken partial charges, in e, on atoms 1 to 2: -0.05 0.11

Entry 4:
DFT (ωB97M-V/def2-TZVPD) results for one molecule with the formula C3H6N2O3 at a distorted geometry.

XYZ file:
```
14
Properties=species:S:1:pos:R:3:forces:R:3
C 0.7466 1.4559 -0.9063 -0.158 -0.213 -0.581
C -0.6071 -0.0652 1.0855 -0.783 -0.485 -1.047
N 0.1972 -0.9693 1.6637 0.097 0.118 -0.015
C -0.7032 -0.4139 -0.7495 -0.193 0.190 1.558
O 1.3846 1.1327 0.2496 -0.011 -0.101 -0.147
O -0.9529 -1.7594 -0.9111 0.268 0.055 -0.149
N 0.4935 0.0400 -1.1529 0.464 0.433 0.003
O -1.4078 0.6938 1.5121 0.262 0.058 0.082
H -0.1095 -2.1865 -1.1217 -0.118 0.020 -0.005
H 1.0230 -1.1942 1.1222 -0.087 0.016 0.186
H 0.3284 -0.8323 2.6585 0.103 -0.021 -0.121
H -0.1651 2.0713 -0.7938 0.121 -0.137 0.105
H 1.3773 1.8530 -1.7152 -0.045 0.032 0.192
H -1.6052 0.1741 -0.9409 0.081 0.034 -0.062
```
Forces are in eV/Å.

- HOMO energy (spin up / spin down) (eV) = -9.644 / -8.821
- largest force on an atom (eV Å⁻¹) = 1.6
- molar mass (g/mol) = 118.09
- electronic energy (eV) = -12326.801
- spin multiplicity = 1
- gap between HOMO and LUMO (spin up / spin down) (eV) = 8.2 / 7.6
- LUMO level (spin up / spin down) (eV) = -1.44 / -1.26

These are the Mulliken partial charges, in e, on atoms 1 to 2: -0.18 0.68

Entry 5:
DFT (ωB97M-V/def2-TZVPD) results for C24H24Cl2FeN4O4S as an isolated structure.

XYZ file:
```
60
Properties=species:S:1:pos:R:3:forces:R:3
Fe -0.1018 -0.0284 0.1076 -0.462 0.556 0.110
C 3.8042 5.1691 -3.5307 -0.002 0.005 -0.005
C 3.4287 3.8272 -2.9707 0.007 -0.003 0.003
C 2.1971 3.2464 -3.2569 -0.006 0.005 0.001
C 1.8467 2.0119 -2.7316 0.013 -0.001 -0.013
C 2.7490 1.3474 -1.9158 0.006 0.046 0.069
C 3.9984 1.8924 -1.6347 -0.018 0.011 -0.003
C 4.3245 3.1293 -2.1572 -0.001 -0.006 0.002
S 2.3207 -0.1751 -1.1566 -0.014 -0.192 0.048
O 3.3940 -1.0975 -1.3239 0.015 0.058 -0.043
O 0.9572 -0.5140 -1.6774 0.008 0.045 -0.096
N 1.8769 0.0873 0.3393 0.177 -0.008 -0.112
C 2.4907 0.0872 1.5751 -0.045 -0.014 0.003
C 3.8217 0.0734 1.8912 0.022 -0.002 0.034
C 4.2183 0.1037 3.2488 0.010 0.000 -0.018
C 3.3069 0.1472 4.2636 -0.018 -0.002 0.015
C 1.9211 0.1452 3.9653 0.013 -0.005 -0.003
C 0.8985 0.1615 4.9392 0.003 0.000 0.002
C -0.4139 0.1320 4.5538 -0.009 -0.004 0.003
C -0.7223 0.0830 3.1859 -0.006 0.015 -0.014
N 0.2034 0.0773 2.2501 0.097 -0.012 0.040
C 1.5210 0.1111 2.6213 0.005 -0.031 0.006
H 3.0255 5.5615 -4.1818 -0.003 -0.001 0.002
H 4.7283 5.1024 -4.1060 0.000 -0.002 -0.001
H 3.9734 5.8897 -2.7289 0.001 -0.003 0.001
H 1.5017 3.7644 -3.9060 0.000 0.001 0.000
H 0.8921 1.5614 -2.9644 -0.002 -0.004 0.003
H 4.7104 1.3463 -1.0293 0.001 0.003 0.003
H 5.2966 3.5576 -1.9453 -0.001 0.002 0.000
H 4.5694 0.0188 1.1112 -0.012 0.001 -0.011
H 5.2754 0.0907 3.4775 0.000 0.000 0.004
H 3.6255 0.1731 5.2971 0.001 -0.002 0.000
H 1.1654 0.1911 5.9884 0.001 0.000 0.001
H -1.2152 0.1382 5.2781 0.000 -0.001 0.001
H -1.7510 0.0441 2.8483 0.000 0.006 0.001
N -3.4352 4.0019 -2.1437 0.018 -0.009 -0.012
C -2.3736 4.7638 -1.7903 -0.006 0.008 0.001
O -2.2976 5.9454 -2.0489 0.004 -0.002 -0.006
C -1.2475 4.0901 -1.0429 -0.004 0.002 -0.004
C -0.2131 4.9011 -0.5900 -0.012 -0.029 0.007
C 0.8447 4.3254 0.0882 0.014 0.015 -0.005
C 0.8481 2.9570 0.2780 0.019 -0.040 0.069
N -0.1395 2.1656 -0.1550 0.002 -0.009 -0.010
C -1.1699 2.7318 -0.7948 0.020 -0.065 -0.085
H -4.1804 4.4506 -2.6496 -0.002 0.004 0.004
H -3.5194 3.0274 -1.9286 -0.010 0.003 0.012
H -0.2695 5.9641 -0.7840 0.005 0.000 -0.001
H 1.6676 4.9184 0.4613 -0.006 0.005 -0.001
H 1.6688 2.4708 0.7871 -0.012 -0.016 -0.007
H -1.9295 2.0351 -1.1216 -0.018 -0.009 0.010
Cl 2.0493 -3.9027 -0.9040 -0.045 -0.068 0.032
C 0.3321 -3.8492 -0.5933 -0.027 0.007 -0.028
Cl -0.0751 -2.7340 0.7584 -0.001 0.003 0.054
H -0.0193 -4.8244 -0.2797 -0.005 -0.004 -0.016
H -0.1916 -3.4901 -1.4707 0.015 0.023 -0.004
C -3.2386 -0.0972 0.3235 -0.036 -0.056 -0.018
O -1.8841 -0.0665 -0.0106 0.283 -0.219 -0.035
H -3.4985 0.7486 0.9694 0.003 -0.006 -0.007
H -3.4915 -1.0255 0.8428 0.012 0.001 0.010
H -3.8522 -0.0432 -0.5802 0.008 -0.002 0.007
```
Forces are in eV/Å.

- HOMO energy (spin up / spin down) (eV) = -11.130 / -11.132
- largest force on an atom (eV Å⁻¹) = 0.7
- net charge = +1
- molar mass (g/mol) = 591.30
- electronic energy (eV) = -109691.126
- spin multiplicity = 6
- gap between HOMO and LUMO (spin up / spin down) (eV) = 8.0 / 6.9
- LUMO level (spin up / spin down) (eV) = -3.13 / -4.21

These are the Mulliken partial charges, in e, on atoms 1 to 2: 0.70 -1.53

Entry 6:
DFT (ωB97M-V/def2-TZVPD) results for CH5O3P2S as an isolated structure at a distorted geometry.

XYZ file:
```
12
Properties=species:S:1:pos:R:3:forces:R:3
C 0.0005 -0.3588 0.5014 5.124 -1.919 0.828
O 2.1857 0.6528 -1.2305 0.841 -0.363 -0.239
O 3.0080 1.0951 1.0011 -0.642 -1.031 0.040
O 3.1457 -1.1840 0.1105 -0.076 -0.431 0.066
P 0.1362 1.2275 -0.1979 -4.437 2.776 -0.504
P 0.4539 -1.8324 -0.5610 -3.027 -0.420 -0.383
S 2.4450 0.0809 0.0911 1.330 0.778 0.238
H 0.4738 -0.4276 1.5356 -1.271 -0.345 -0.893
H -1.1219 1.6691 0.5463 0.833 0.077 -0.505
H 0.9828 1.7382 0.7568 0.015 0.969 0.426
H -0.9567 -2.0478 -1.0187 0.801 -0.348 0.573
H 0.5370 -1.2107 -1.8391 0.508 0.255 0.353
```
Forces are in eV/Å.

- HOMO energy (eV) = -4.347
- largest force on an atom (eV Å⁻¹) = 5.5
- net charge = -1
- molar mass (g/mol) = 159.06
- electronic energy (eV) = -36670.626
- spin multiplicity = 1
- gap between HOMO and LUMO (eV) = 7.6
- LUMO level (eV) = 3.26

These are the Mulliken partial charges, in e, on atoms 1 to 2: -0.31 -0.50